Below is a single C24H21ClN8O2 molecule at a distorted geometry, with properties calculated with ωB97M-V/def2-TZVPD.

HOMO level (eV): -8.8
Structure (SMILES): N#Cc1ccc(NC(=O)N2CCC(c3nc4c(nnn4Cc4cccc(Cl)c4)c(=O)[nH]3)CC2)cc1
Gap between HOMO and LUMO (eV): 8.9
Charge: 0

Element x y z (Å)
N -8.31 -1.04 -2.04
C -7.31 -0.66 -1.61
C -6.09 -0.20 -1.08
C -5.43 0.89 -1.66
C -4.23 1.33 -1.15
C -3.66 0.69 -0.04
C -4.33 -0.39 0.54
C -5.52 -0.84 0.03
H -6.03 -1.68 0.48
H -3.90 -0.88 1.40
N -2.43 1.07 0.50
C -1.78 2.27 0.31
O -2.24 3.18 -0.36
N -0.59 2.39 0.97
C 0.13 1.26 1.55
H 0.33 0.50 0.79
C 1.45 1.72 2.15
H 1.25 2.42 2.96
H 1.96 0.85 2.57
C 2.37 2.39 1.12
C 3.20 1.38 0.37
N 3.00 0.11 0.53
C 3.81 -0.66 -0.23
N 3.85 -2.01 -0.29
N 4.78 -2.37 -1.19
N 5.33 -1.35 -1.69
C 4.78 -0.24 -1.14
C 5.01 1.17 -1.33
O 5.78 1.77 -2.04
N 4.13 1.89 -0.48
H 4.22 2.90 -0.55
C 3.06 -2.97 0.43
C 1.59 -2.68 0.23
C 1.06 -2.63 -1.05
C -0.28 -2.34 -1.23
C -1.11 -2.11 -0.15
C -0.57 -2.16 1.13
C 0.77 -2.44 1.33
H 1.18 -2.47 2.33
Cl -1.57 -1.87 2.51
H -2.16 -1.90 -0.29
H -0.69 -2.31 -2.23
H 1.70 -2.81 -1.90
H 3.33 -3.95 0.02
H 3.32 -2.93 1.49
C 1.54 3.22 0.12
H 2.07 4.12 -0.17
C 0.19 3.58 0.72
H -0.39 4.20 0.04
H 0.33 4.14 1.66
H 1.35 2.63 -0.79
H 3.06 3.05 1.65
H -0.47 0.81 2.35
H -2.09 0.45 1.22
H -3.73 2.17 -1.59
H -5.87 1.38 -2.51

***

Below is a single CH3N3O molecule at a distorted geometry, with properties calculated with ωB97M-V/def2-TZVPD.

HOMO level (spin up / spin down) (eV): -9.7 / -9.1
Gap between HOMO and LUMO (spin up / spin down) (eV): 8.8 / 8.6
Charge: 0

Element x y z (Å)
C -0.64 -0.87 -0.85
N -0.36 0.32 -1.19
N 0.48 1.18 -0.63
N 0.29 0.33 1.44
O 0.86 1.13 0.60
H -1.27 -1.26 -1.63
H -0.17 -1.37 -0.02
H 0.82 0.54 2.28

***

Below is a single C26H34N2O2 molecule, with properties calculated with ωB97M-V/def2-TZVPD.

HOMO level (eV): -8.3
Structure (SMILES): CCCCCCc1ccc(N2C[C@H](C)[C@@H](CC(=O)NCc3ccccc3)C2=O)cc1
Gap between HOMO and LUMO (eV): 9.0
Charge: 0

Element x y z (Å)
C 2.29 1.63 6.55
C 2.37 1.98 5.07
C 3.47 1.20 4.36
C 3.58 1.56 2.88
C 4.65 0.74 2.16
H 4.45 -0.32 2.32
H 5.63 0.97 2.58
C 4.67 1.03 0.65
C 3.42 0.54 -0.02
C 2.41 1.41 -0.40
C 1.26 0.96 -1.02
C 1.09 -0.40 -1.28
C 2.09 -1.28 -0.89
C 3.24 -0.81 -0.27
H 4.01 -1.52 0.01
H 2.01 -2.34 -1.08
N -0.05 -0.88 -1.94
C -0.97 -0.15 -2.61
O -1.04 1.06 -2.67
C -1.94 -1.10 -3.32
C -3.38 -0.58 -3.32
C -3.88 -0.43 -1.89
O -4.51 -1.31 -1.32
N -3.55 0.74 -1.31
H -2.89 1.34 -1.79
C -3.68 0.94 0.12
C -2.39 0.60 0.81
C -2.02 -0.73 0.96
C -0.81 -1.07 1.53
C 0.05 -0.07 1.98
C -0.31 1.26 1.83
C -1.52 1.59 1.25
H -1.79 2.63 1.13
H 0.35 2.04 2.17
H 0.99 -0.34 2.43
H -0.53 -2.10 1.65
H -2.70 -1.50 0.62
H -4.49 0.28 0.46
H -3.96 1.98 0.31
H -3.41 0.38 -3.83
H -4.02 -1.29 -3.84
C -1.72 -2.44 -2.61
C -1.91 -3.65 -3.51
H -1.24 -3.60 -4.37
H -2.93 -3.69 -3.87
H -1.70 -4.56 -2.96
C -0.30 -2.31 -2.06
H -0.19 -2.79 -1.09
H 0.42 -2.76 -2.76
H -2.43 -2.51 -1.77
H -1.60 -1.17 -4.36
H 0.50 1.66 -1.31
H 2.52 2.47 -0.22
H 4.78 2.10 0.49
H 5.53 0.52 0.21
H 3.82 2.63 2.79
H 2.62 1.39 2.40
H 4.43 1.39 4.85
H 3.27 0.13 4.45
H 1.41 1.77 4.59
H 2.57 3.05 4.96
H 1.50 2.20 7.03
H 2.07 0.57 6.67
H 3.23 1.85 7.05